(1)
A structure of composition C13H33ClIN3P3Sc at a distorted geometry, computed with wB97M-V/def2-TZVPD.

```
! RIJCOSX wB97M-V def2-TZVPD def2/J DEFGRID3
* xyz 2 1
C 0.791 -0.678 -0.255
I -0.508 2.023 -0.703
H -0.199 -0.469 -0.677
H 0.566 -1.555 0.362
H 1.446 -0.906 -1.104
Sc -4.108 -1.436 -1.035
P -2.600 -1.450 0.967
C -1.721 -0.729 2.423
C -4.342 -0.897 1.392
H -4.563 -1.433 2.324
H -3.171 -3.209 2.553
H -5.281 -1.058 0.762
H -3.019 -3.878 0.884
H -1.812 0.363 2.447
H -4.278 0.180 1.568
C -2.601 -3.175 1.614
H -2.182 -1.127 3.342
H -1.563 -3.468 1.833
H -0.652 -0.988 2.455
P -1.552 -0.681 -3.217
C -0.076 0.368 -3.620
C -1.001 -2.056 -4.306
H -3.614 -0.363 -4.437
H -2.199 0.082 -5.453
H -2.767 1.201 -4.168
C -2.643 0.148 -4.447
H -1.679 -2.903 -4.191
H -1.004 -1.716 -5.348
H 0.041 0.458 -4.707
H 0.837 -0.064 -3.197
H 0.018 -2.357 -4.041
H -0.214 1.376 -3.198
Cl -4.555 -3.498 -1.889
C 2.822 3.196 1.378
N 2.083 2.558 2.483
C 2.976 1.666 3.256
N 3.636 0.682 2.385
C 4.382 1.359 1.312
N 3.522 2.236 0.507
C 2.632 1.470 -0.329
P 1.446 0.609 0.791
C 0.879 1.873 2.083
C 2.699 -0.287 1.849
H 3.612 3.804 1.842
H 2.122 3.774 0.760
H 2.374 1.128 4.004
H 3.739 2.296 3.726
H 4.796 0.585 0.657
H 5.154 1.993 1.768
H 2.158 2.167 -1.023
H 3.152 0.686 -0.875
H 0.395 1.321 2.902
H 0.173 2.611 1.683
H 3.233 -1.013 1.235
H 2.219 -0.822 2.674
*
```

Output
Orbital gap   3.939 eV
LUMO   -8.88 eV
HOMO level   -12.8 eV

Here are the Mulliken charges for atoms 1 to 4, given in e: -1.189 -0.346 -0.091 0.404

(2)
A cluster of 3 separate species, C5H15NOS in total at a distorted geometry, computed with wB97M-V/def2-TZVPD.

```
! RIJCOSX wB97M-V def2-TZVPD def2/J DEFGRID3
* xyz 0 1
C -1.046 -0.595 1.025
N -0.727 -0.652 -0.366
C 0.362 0.082 -0.799
C 1.707 -0.352 -0.019
S 3.076 0.472 -0.715
C -2.556 -0.780 1.083
C -3.037 0.097 -0.079
H -0.869 0.380 1.479
H -0.486 -1.309 1.643
H 4.308 -1.300 -2.383
H 0.584 -0.174 -1.839
H 0.183 1.154 -0.753
H 1.801 -1.436 -0.105
H 1.585 -0.173 1.052
H 4.747 -1.893 -2.264
H -2.823 -1.809 0.827
H -2.890 -0.644 2.111
H -3.771 -0.396 -0.702
H -1.988 -0.059 -0.711
H -3.347 1.090 0.245
H 1.397 3.389 0.098
H 2.306 2.232 0.429
O 1.486 2.676 0.744
*
```

Output
Orbital gap   4.810 eV
LUMO   -3.07 eV
Energy above the lowest of the compared OMol25 structures with the same formula, charge and spin   624.3 kJ/mol
HOMO level   -7.9 eV

Here are the Mulliken charges for atoms 1 to 4, given in e: -0.558 -0.322 -0.369 -0.819

(3)
A cluster of 2 separate species, C4H8N2O in total at a distorted geometry, computed with wB97M-V/def2-TZVPD.

```
! RIJCOSX wB97M-V def2-TZVPD def2/J DEFGRID3
* xyz 1 2
C 0.552 -0.931 -2.279
C 1.144 -0.732 -0.911
C 1.052 0.350 0.010
N 1.683 0.056 1.139
C 2.029 -1.236 1.031
N 1.685 -1.745 -0.197
H 0.410 0.047 -2.720
H -0.356 -1.520 -2.151
H 1.233 -1.568 -2.845
H 0.455 1.245 -0.077
H 2.416 -1.908 1.782
H 1.834 -2.649 -0.607
H -5.421 3.436 2.950
H -3.994 3.289 2.405
O -4.722 3.868 2.469
*
```

Output
Orbital gap (spin up / spin down)   9.314 / 5.343 eV
LUMO (spin up / spin down)   -4.04 / -8.01 eV
Energy above the lowest of the compared OMol25 structures with the same formula, charge and spin   41.0 kJ/mol
HOMO level (spin up / spin down)   -13.4 / -13.4 eV

Here are the Mulliken charges for atoms 1 to 4, given in e: -1.079 0.665 -0.183 -0.401

(4)
A structure of composition C47H88O24S5 at a distorted geometry, computed with wB97M-V/def2-TZVPD.

```
! RIJCOSX wB97M-V def2-TZVPD def2/J DEFGRID3
* xyz 0 1
C -0.362 -5.067 -3.500
C 0.576 -4.040 -2.866
C 0.339 -2.627 -3.417
O 0.428 -1.883 -2.255
C 0.310 -2.610 -1.156
O 0.109 -2.114 -0.039
O 0.292 -3.886 -1.452
H -0.083 -6.096 -3.272
H -0.351 -5.161 -4.586
H -1.443 -5.029 -3.366
H 1.586 -4.393 -3.079
H -0.691 -2.518 -3.758
H 1.106 -2.355 -4.142
C 0.681 -0.375 -5.664
C 1.324 0.100 -4.322
C 1.923 1.463 -4.301
O 1.532 1.908 -3.062
C 0.523 1.249 -2.561
O -0.127 1.592 -1.579
O 0.354 0.204 -3.306
H -0.228 0.150 -5.957
H 0.277 -1.385 -5.586
H 1.319 -0.230 -6.536
H 2.140 -0.544 -3.994
H 1.541 2.063 -5.127
H 3.005 1.505 -4.424
C -2.238 -4.909 -0.795
C -3.308 -3.832 -0.515
C -2.812 -2.482 -0.121
O -3.553 -1.617 -0.965
C -4.254 -2.333 -1.900
O -5.056 -1.963 -2.716
O -3.988 -3.610 -1.701
H -2.114 -5.019 -1.872
H -2.657 -5.847 -0.431
H -1.270 -4.670 -0.356
H -3.959 -4.281 0.234
H -1.729 -2.366 -0.160
H -3.117 -2.472 0.926
C 4.180 -0.022 0.133
C 4.034 0.129 -1.383
O 5.028 -0.001 -2.108
C 2.699 0.540 -1.865
H 4.025 -1.078 0.357
H 3.412 0.458 0.739
H 5.150 0.308 0.505
H 2.563 0.283 -2.915
H 2.676 1.622 -1.729
H 1.904 0.120 -1.250
C 1.048 0.194 0.464
C -0.342 -0.336 0.675
O -0.823 -0.553 1.789
C -1.129 -0.429 -0.611
H 1.288 0.278 -0.597
H 1.771 -0.499 0.893
H 1.105 1.235 0.784
H -1.884 -1.214 -0.581
H -0.521 -0.651 -1.489
H -1.640 0.513 -0.809
C 3.458 3.503 0.093
C 3.094 2.508 1.241
O 2.226 1.638 1.056
C 3.996 2.493 2.487
H 2.588 3.983 -0.357
H 3.881 2.836 -0.658
H 4.185 4.212 0.490
H 3.471 2.041 3.328
H 4.418 3.434 2.842
H 4.896 1.917 2.271
C -3.075 -0.915 1.573
C -3.387 -0.027 2.810
O -2.837 -0.220 3.881
C -4.348 1.148 2.614
H -2.985 -0.315 0.667
H -3.924 -1.581 1.421
H -2.150 -1.487 1.643
H -4.508 1.655 3.565
H -5.327 0.789 2.296
H -3.871 1.686 1.795
C -4.603 3.227 0.903
C -3.124 3.227 0.625
O -2.324 3.423 1.498
C -2.712 2.623 -0.684
H -4.745 3.042 1.968
H -5.158 2.648 0.166
H -4.954 4.256 0.821
H -3.282 3.006 -1.530
H -2.721 1.533 -0.656
H -1.665 2.893 -0.829
C -4.166 0.867 -3.451
C -3.226 0.180 -2.400
C -1.834 0.088 -3.021
S -1.944 0.191 -4.888
O -1.718 -1.070 -5.528
O -1.255 1.407 -5.312
C -3.800 0.489 -4.917
H -3.999 1.943 -3.395
H -5.204 0.704 -3.162
H -3.470 -0.866 -2.212
H -3.212 0.701 -1.442
H -1.192 -0.721 -2.674
H -1.305 0.978 -2.682
H -4.291 -0.468 -5.091
H -4.025 1.194 -5.718
C -0.275 3.880 -1.380
C 0.170 3.266 -0.019
C 0.575 4.476 0.828
S 1.281 5.764 -0.338
O 2.739 5.748 -0.244
O 0.543 7.008 -0.165
C 0.776 4.872 -1.828
H -1.154 4.441 -1.064
H -0.546 3.152 -2.145
H 1.096 2.705 -0.145
H -0.593 2.661 0.471
H 1.412 4.274 1.495
H -0.295 4.900 1.330
H 1.611 4.444 -2.382
H 0.465 5.637 -2.539
C 1.444 -4.289 2.674
C 0.858 -3.012 1.997
C -0.545 -2.745 2.589
S -1.309 -4.430 2.742
O -1.900 -4.862 1.468
O -2.154 -4.469 3.937
C 0.282 -5.323 2.934
H 2.013 -4.009 3.560
H 2.196 -4.678 1.988
H 0.736 -3.226 0.935
H 1.566 -2.183 2.029
H -1.246 -2.010 2.192
H -0.340 -2.518 3.635
H 0.343 -6.160 2.238
H 0.277 -5.714 3.951
C 3.254 0.009 3.624
C 2.503 -0.855 2.548
C 3.072 -2.253 2.816
S 4.896 -1.942 2.720
O 5.232 -1.471 1.382
O 5.584 -2.973 3.481
C 4.749 -0.363 3.784
H 2.824 -0.239 4.594
H 3.219 1.070 3.375
H 2.858 -0.402 1.622
H 1.421 -0.747 2.623
H 2.807 -2.987 2.055
H 3.013 -2.705 3.807
H 5.487 0.422 3.626
H 4.971 -0.852 4.732
C -0.923 2.537 3.527
C 0.045 2.331 2.367
C 0.886 1.134 2.696
S 1.285 1.202 4.493
O 2.577 1.867 4.690
O 0.982 -0.050 5.170
C -0.039 2.427 4.760
H -1.574 1.663 3.529
H -1.591 3.392 3.422
H 0.656 3.234 2.342
H -0.570 2.220 1.475
H 1.730 0.858 2.064
H 0.194 0.300 2.581
H 0.548 3.326 4.949
H -0.563 2.039 5.633
*
```

Output
Orbital gap   8.458 eV
LUMO   -0.25 eV
Energy above the lowest of the compared OMol25 structures with the same formula, charge and spin   4328.9 kJ/mol
HOMO level   -8.7 eV

Here are the Mulliken charges for atoms 1 to 4, given in e: -1.813 0.902 -1.502 0.713

(5)
An isolated molecule of C4H9P at a distorted geometry, computed with wB97M-V/def2-TZVPD.

```
! RIJCOSX wB97M-V def2-TZVPD def2/J DEFGRID3
* xyz 0 3
C 0.972 0.622 -0.374
C -0.008 -0.439 -0.698
C 0.398 -1.832 -1.041
C -1.041 1.370 1.553
P 0.397 0.195 1.383
H 2.012 0.369 -0.553
H 0.741 1.631 -0.704
H -1.002 -0.128 -0.978
H -0.434 -2.526 -0.924
H 1.223 -2.168 -0.416
H 0.725 -1.873 -2.084
H -1.131 1.612 2.613
H -1.963 0.884 1.240
H -0.889 2.284 0.984
*
```

Output
Orbital gap (spin up / spin down)   6.332 / 7.922 eV
LUMO (spin up / spin down)   1.24 / -1.38 eV
Energy above the lowest of the compared OMol25 structures with the same formula, charge and spin   99.4 kJ/mol
HOMO level (spin up / spin down)   -5.1 / -9.3 eV

Here are the Mulliken charges for atoms 1 to 4, given in e: -0.742 -0.187 -1.104 -0.907

(6)
A cluster of 2 separate species, H4O2 in total at a distorted geometry, computed with wB97M-V/def2-TZVPD.

```
! RIJCOSX wB97M-V def2-TZVPD def2/J DEFGRID3
* xyz 0 1
H 0.263 1.703 0.560
H 0.413 0.913 1.944
H -0.404 -0.838 -0.754
H -0.261 -1.710 -2.007
O -0.170 1.463 1.372
O 0.160 -1.531 -1.115
*
```

Output
Orbital gap   12.395 eV
SMILES   O.O
LUMO   0.78 eV
Energy above the lowest of the compared OMol25 structures with the same formula, charge and spin   22.7 kJ/mol
HOMO level   -11.6 eV

Here are the Mulliken charges for atoms 1 to 4, given in e: 0.317 0.333 0.323 0.330

(7)
A cluster of 2 separate species, C5H11ClN in total at a distorted geometry, computed with wB97M-V/def2-TZVPD.

```
! RIJCOSX wB97M-V def2-TZVPD def2/J DEFGRID3
* xyz 1 1
C 0.081 0.135 -0.209
C 1.478 -1.906 0.208
C -1.915 0.890 -1.375
C -1.538 1.311 1.058
C 1.244 -0.391 0.154
N -1.046 0.722 -0.194
Cl 4.414 0.160 -0.783
H 0.622 -2.273 0.622
H 1.640 -2.139 -0.840
H 2.269 -2.194 0.885
H -1.659 0.287 -2.280
H -2.123 1.911 -1.542
H -2.944 0.520 -1.214
H -1.963 2.281 0.954
H -0.896 1.186 1.946
H -2.290 0.663 1.388
H 2.095 0.311 -0.068
H 4.053 -0.427 -1.955
*
```

Output
Orbital gap   10.953 eV
LUMO   -3.91 eV
Energy above the lowest of the compared OMol25 structures with the same formula, charge and spin   240.7 kJ/mol
HOMO level   -14.9 eV

Here are the Mulliken charges for atoms 1 to 4, given in e: 0.475 -0.998 -0.850 -0.974

(8)
A cluster of 2 separate species, C4H6FN in total at a distorted geometry, computed with wB97M-V/def2-TZVPD.

```
! RIJCOSX wB97M-V def2-TZVPD def2/J DEFGRID3
* xyz 0 1
C -1.123 -2.075 -0.867
C -1.173 -0.970 -0.385
C -1.075 0.465 1.536
C -1.174 0.287 0.253
N 2.089 0.814 -0.670
F -1.317 1.336 -0.594
H -0.948 -3.051 -1.161
H 2.771 1.509 -0.461
H -1.311 1.390 1.965
H -1.208 -0.311 2.164
H 2.520 0.044 -0.183
H 1.949 0.562 -1.598
*
```

Output
Orbital gap   10.295 eV
SMILES   C#CC(=C)F.N
LUMO   0.92 eV
Energy above the lowest of the compared OMol25 structures with the same formula, charge and spin   259.2 kJ/mol
HOMO level   -9.4 eV

Here are the Mulliken charges for atoms 1 to 4, given in e: 0.262 -0.409 -0.879 0.108

M: 531.7; 137.2; 100.1; 1197.5; 88.1; 36.0; 120.6; 87.1 (u)